Density functional theory data (ωB97M-V/def2-TZVPD) for C44H57BN13O2SY as an isolated structure.

## Properties
* Kohn-Sham gap: 7.432 eV
* lowest unoccupied orbital energy: 0.61 eV
* E_tot: -82580.2482 eV
* net charge: 0
* max |F|: 0.70 eV/A

```
119
Properties=species:S:1:pos:R:3:lowdin_charge:R:1
Y 0.4209 -0.3677 0.0443 1.663
C 1.9472 2.9201 -3.9702 -0.050
C 2.6974 2.7156 -2.6538 -0.357
C 2.0297 3.3807 -1.4575 -0.059
C 3.0754 1.2724 -2.4160 -0.280
C 4.1310 0.6420 -3.0930 -0.014
C 4.3240 -0.5357 -2.4202 -0.078
N 3.4268 -0.6089 -1.4229 -0.033
N 2.6128 0.4847 -1.4357 0.057
B 3.5792 -1.6542 -0.2911 -0.557
N 3.2872 -1.0159 1.1057 -0.027
C 4.1502 -1.2172 2.1196 -0.075
C 4.0562 -0.1735 2.9994 -0.012
C 3.0736 0.6701 2.4505 -0.302
N 2.5929 0.1571 1.3182 0.029
C 2.7410 2.0314 2.9903 -0.356
C 3.9361 2.9569 2.7195 -0.056
C 1.4684 2.6246 2.4242 -0.083
N 2.8155 -2.9552 -0.5346 -0.043
C 3.4229 -4.0912 -0.9139 -0.075
C 2.4682 -5.0644 -1.0144 -0.028
C 1.2598 -4.4353 -0.6590 -0.290
N 1.4757 -3.1344 -0.3883 0.097
C -0.0117 -5.2629 -0.5751 -0.366
C -1.3209 -4.5715 -0.2301 -0.068
C 0.1995 -6.4253 0.4062 -0.063
H 1.7843 3.9842 -4.1559 0.082
H 0.9776 2.4322 -3.9611 0.047
H 2.5135 2.5097 -4.8087 0.080
H 3.6630 3.2143 -2.7823 0.135
H 1.1082 2.8812 -1.1745 0.044
H 1.7876 4.4210 -1.6886 0.086
H 2.6971 3.3708 -0.5942 0.068
H 4.7190 1.0439 -3.9034 0.109
H 5.0731 -1.3041 -2.5350 0.123
H 4.7373 -1.9840 -0.2977 0.115
H 4.8100 -2.0708 2.1029 0.128
H 4.6196 -0.0173 3.9055 0.113
H 2.6296 1.9279 4.0740 0.144
H 4.0877 3.0627 1.6413 0.080
H 4.8596 2.5702 3.1518 0.074
H 3.7465 3.9477 3.1383 0.079
H 1.5041 2.6619 1.3337 0.057
H 1.3563 3.6494 2.7869 0.084
H 0.5917 2.0559 2.7241 0.032
H 4.4903 -4.1167 -1.0662 0.117
H 2.6079 -6.0979 -1.2865 0.106
H -0.1192 -5.7061 -1.5709 0.132
H -1.4183 -3.6001 -0.6975 0.044
H -1.4255 -4.4247 0.8464 0.075
H -2.1591 -5.2003 -0.5410 0.095
H 0.3586 -6.0405 1.4175 0.082
H 1.0546 -7.0484 0.1445 0.068
H -0.6911 -7.0579 0.4272 0.083
C -0.0236 -3.0350 -3.1459 -0.065
N -0.1915 -1.6741 -2.6251 -0.191
C 0.6376 -0.8003 -3.4577 -0.105
C -1.5952 -1.3054 -2.5741 -0.226
C -2.3003 -1.0948 -3.7555 -0.048
C -3.5994 -0.6191 -3.7451 -0.095
C -4.1762 -0.2969 -2.5211 -0.080
C -3.4944 -0.5208 -1.3391 -0.041
C -2.2184 -1.1084 -1.3283 -0.248
N -1.5079 -1.3640 -0.1403 -0.109
C -2.1822 -1.8080 1.0051 -0.260
C -3.4961 -2.3065 0.9924 -0.044
C -4.1355 -2.7328 2.1390 -0.079
C -3.4824 -2.7007 3.3624 -0.086
C -2.1615 -2.2934 3.3857 -0.032
C -1.5052 -1.8760 2.2349 -0.207
N -0.0515 -1.6351 2.2843 -0.215
C 0.3855 -0.9192 3.5064 -0.066
C 0.6027 -2.9658 2.3764 -0.067
H -0.2431 -3.0663 -4.2231 0.094
H 1.0044 -3.3657 -2.9952 0.084
H -0.6986 -3.7192 -2.6459 0.076
H 0.3335 -0.8021 -4.5142 0.093
H 0.6274 0.2172 -3.0876 0.028
H 1.6704 -1.1500 -3.4070 0.084
H -1.8063 -1.2922 -4.7012 0.110
H -4.1361 -0.4614 -4.6723 0.099
H -5.1644 0.1473 -2.4842 0.107
H -3.9342 -0.2246 -0.3953 0.110
H -4.0255 -2.3685 0.0536 0.107
H -5.1556 -3.0925 2.0716 0.103
H -3.9797 -3.0058 4.2740 0.098
H -1.6244 -2.3103 4.3249 0.106
H 0.2196 -1.5357 4.3930 0.085
H 1.4545 -0.7525 3.4332 0.065
H -0.1390 0.0160 3.6113 0.060
H 0.3332 -3.4287 3.3311 0.099
H 0.2809 -3.6026 1.5687 0.044
H 1.6843 -2.8449 2.3248 0.082
N -3.5398 7.6044 2.0153 0.091
C -3.1959 6.2544 2.0453 -0.324
C -4.1849 5.2711 2.1102 -0.028
C -3.8479 3.9303 2.0800 -0.058
C -2.5159 3.5553 1.9995 -0.311
C -1.5240 4.5198 1.9412 -0.055
C -1.8595 5.8614 1.9556 -0.027
S -2.1122 1.8374 2.0168 0.621
O -3.3454 1.1128 1.8652 -0.288
O -1.3371 1.6364 3.2161 -0.338
N -1.0910 1.5316 0.7643 -0.146
C -1.5498 1.9365 -0.4599 -0.492
N -2.6035 2.7530 -0.5947 0.146
C -2.9620 3.1024 -1.8138 -0.098
C -2.3239 2.6240 -2.9462 -0.039
C -1.2800 1.7575 -2.7176 -0.147
N -0.8505 1.4305 -1.4990 0.066
H -4.4350 7.8315 2.4134 0.085
H -2.8177 8.2412 2.3066 0.085
H -5.2275 5.5642 2.1747 0.110
H -4.6131 3.1652 2.1039 0.114
H -0.4850 4.2257 1.8690 0.089
H -1.0811 6.6149 1.8962 0.110
H -3.8137 3.7739 -1.8901 0.119
H -2.6465 2.8704 -3.9468 0.107
H -0.7857 1.2869 -3.5522 0.085
```

***

Density functional theory data (ωB97M-V/def2-TZVPD) for CH2LiOPm as an isolated structure.

## Properties
* Kohn-Sham gap (spin up / spin down): 5.107 / 6.475 eV
* lowest unoccupied orbital energy (spin up / spin down): -10.98 / -9.79 eV
* 2S+1: 5
* E_tot: -19854.8201 eV
* net charge: +2
* max |F|: 2.90 eV/A

```
6
Properties=species:S:1:pos:R:3:lowdin_charge:R:1
H -1.0570 1.1955 -2.6128 -0.091
O 0.5307 -0.1889 0.4078 -0.516
C -0.4450 -0.5520 1.1448 -0.111
Li 1.3999 -1.6385 1.8348 0.828
Pm 0.9528 1.1787 -1.6576 1.857
H -1.3815 0.0052 0.8832 0.032
```